145
Properties=species:S:1:pos:R:3 method="wB97M-V/def2-TZVPD" gap_ha=0.27545 charge=+1 e_homo_ha=-0.400 max_force_ha_per_bohr=0.0339 total_energy_ev=-149896.45213
C 3.542 -0.803 4.783
C 3.271 -0.665 3.251
P 2.168 -2.107 2.789
C 2.873 -2.925 1.281
N 0.594 -1.391 2.363
C -0.153 -0.826 3.411
Cl -0.489 0.899 3.492
C -0.613 -1.559 4.438
C -0.410 -3.029 4.638
Cl -1.527 -0.813 5.718
C 0.303 -1.056 1.011
N 0.831 0.011 0.255
C 0.405 1.389 0.535
C -1.073 1.643 0.488
C -1.544 2.911 1.181
N -1.889 0.891 -0.125
C 2.155 -0.157 -0.260
C 2.441 -1.020 -1.291
C 3.733 -1.112 -1.739
C 4.677 -0.325 -1.132
N 4.452 0.546 -0.164
C 3.193 0.601 0.239
N -0.478 -1.890 0.402
C -0.909 -1.807 -0.994
C -0.505 -3.084 -1.794
C -0.415 -2.772 -3.285
Cl -1.862 -1.903 -3.869
B -1.048 -3.108 1.130
C -2.529 -3.047 1.640
O -0.192 -4.135 1.294
H 3.478 -1.862 5.033
H 2.754 -0.263 5.309
H 4.533 -0.411 4.997
H 2.738 0.263 3.046
H 4.194 -0.786 2.686
H 3.251 -3.910 1.531
H 2.098 -3.067 0.522
H 3.611 -2.257 0.840
H -1.132 -3.427 5.348
H -0.391 -3.609 3.720
H 0.572 -3.160 5.102
H 0.847 2.016 -0.250
H 0.862 1.759 1.453
H -0.876 3.199 1.994
H -2.555 2.808 1.573
H -1.526 3.739 0.469
H -2.836 1.255 -0.064
H 1.666 -1.620 -1.751
H 4.033 -1.783 -2.531
H 5.701 -0.421 -1.488
H 2.967 1.294 1.045
H -1.999 -1.822 -0.972
H -0.639 -0.897 -1.515
H -1.328 -3.798 -1.703
H 0.425 -3.504 -1.407
H 0.449 -2.154 -3.529
H -0.317 -3.704 -3.840
H -3.127 -2.462 0.937
H -2.930 -4.052 1.778
H -2.524 -2.503 2.591
H -0.678 -4.933 1.540
C -1.486 -3.824 -6.915
C -2.516 -4.493 -6.404
C -2.816 -5.882 -6.827
O -3.756 -6.492 -6.362
C -1.923 -6.499 -7.839
C -0.892 -5.830 -8.350
C -0.593 -4.439 -7.926
O 0.347 -3.829 -8.389
H -1.253 -2.809 -6.621
H -3.178 -4.059 -5.666
H -2.158 -7.514 -8.134
H -0.230 -6.262 -9.090
C 9.067 -3.549 2.358
C 8.006 -2.802 2.652
C 6.629 -3.320 2.477
O 5.661 -2.633 2.745
C 6.476 -4.701 1.963
C 7.534 -5.450 1.668
C 8.916 -4.933 1.842
O 9.879 -5.614 1.576
H 10.081 -3.189 2.478
H 8.095 -1.791 3.029
H 5.462 -5.062 1.843
H 7.443 -6.461 1.291
C -3.008 1.810 7.562
C -2.585 2.261 6.384
C -2.902 3.635 5.926
O -2.514 4.038 4.848
C -3.707 4.491 6.829
C -4.131 4.041 8.008
C -3.815 2.666 8.468
O -4.200 2.257 9.541
H -2.789 0.810 7.915
H -1.996 1.656 5.710
H -3.929 5.491 6.478
H -4.721 4.652 8.680
C -0.405 6.160 -2.709
C -1.057 7.094 -3.396
C -1.947 8.070 -2.715
O -2.543 8.918 -3.339
C -2.076 7.963 -1.240
C -1.423 7.029 -0.555
C -0.536 6.056 -1.236
O 0.062 5.203 -0.609
H 0.247 5.440 -3.186
H -0.974 7.187 -4.471
H -2.728 8.684 -0.762
H -1.505 6.935 0.521
C 10.276 2.116 -3.848
C 9.792 0.876 -3.807
C 8.485 0.584 -3.173
O 8.039 -0.545 -3.130
C 7.737 1.720 -2.587
C 8.217 2.959 -2.626
C 9.526 3.256 -3.261
O 9.964 4.384 -3.299
H 11.228 2.352 -4.305
H 10.323 0.033 -4.230
H 6.785 1.482 -2.131
H 7.684 3.802 -2.202
C -9.137 4.043 9.105
C -8.110 4.888 9.070
C -7.677 5.520 7.800
O -6.738 6.288 7.767
C -8.434 5.178 6.571
C -9.462 4.334 6.606
C -9.895 3.700 7.876
O -10.831 2.932 7.907
H -9.467 3.570 10.021
H -7.545 5.150 9.956
H -8.103 5.652 5.656
H -10.026 4.072 5.720
C -6.121 -2.447 -10.144
C -5.468 -2.675 -9.008
C -4.344 -1.808 -8.581
O -3.747 -2.018 -7.544
C -3.975 -0.677 -9.465
C -4.627 -0.447 -10.601
C -5.753 -1.314 -11.031
O -6.349 -1.106 -12.064
H -6.944 -3.068 -10.475
H -5.722 -3.495 -8.348
H -3.151 -0.056 -9.134
H -4.372 0.373 -11.261